ORCA calculation (ωB97M-V/def2-TZVPD) on a structure of composition C26H37ClN2O2Yb in a non-equilibrium geometry.

Structure (ORCA input):
```
! RIJCOSX wB97M-V def2-TZVPD def2/J DEFGRID3
* xyz -1 2
Yb 0.06 0.20 -0.60
Cl 0.20 0.93 -3.06
N 1.63 -1.50 -0.59
N -1.38 1.82 0.22
C 2.93 -1.30 -0.75
C -1.07 3.10 0.28
C 1.22 -2.72 -1.35
C 2.46 -2.94 -2.25
C -0.08 -2.58 -2.14
C 1.02 -3.72 -0.22
H -0.02 -1.76 -2.88
H -0.96 -2.36 -1.49
H -0.24 -3.54 -2.68
H 1.97 -3.75 0.34
H 0.78 -4.70 -0.68
H 0.22 -3.32 0.42
C -2.79 1.67 -0.26
C -3.08 3.10 -0.78
C -3.50 1.25 1.02
C -3.00 0.59 -1.33
H -2.38 0.78 -2.23
H -4.08 0.64 -1.62
H -2.76 -0.43 -0.97
H -3.27 2.04 1.76
H -3.05 0.29 1.34
H -4.58 1.19 0.81
O -1.99 3.96 -0.21
H -4.07 3.48 -0.45
H -2.90 3.13 -1.87
O 3.55 -2.10 -1.65
H 2.28 -2.47 -3.24
H 2.78 -4.00 -2.29
C 3.62 -0.20 -0.01
C 0.25 3.54 0.82
C 1.59 3.04 0.23
H 0.28 3.20 1.88
H 0.20 4.65 0.75
C 1.95 1.65 0.54
C 3.19 1.27 -0.16
H 1.12 0.68 1.42
C 4.16 2.25 -0.63
C 3.85 3.62 -0.61
C 5.60 1.83 -0.90
C 2.56 4.02 -0.24
H 4.63 4.38 -0.84
C 2.28 5.51 -0.09
H 3.16 6.05 -0.46
H 2.12 5.78 0.97
H 1.39 5.78 -0.68
H 6.07 1.41 0.01
H 6.15 2.73 -1.19
H 5.62 1.09 -1.70
H 4.68 -0.31 -0.31
H 3.48 -0.42 1.07
C -4.12 -3.00 1.10
C -2.83 -3.00 1.91
C -3.06 -2.53 3.34
C -2.15 -4.37 1.88
C -1.94 -2.06 1.26
C -1.18 -1.28 0.71
H -4.83 -3.70 1.52
H -3.92 -3.28 0.06
H -4.56 -2.00 1.09
H -3.73 -3.22 3.84
H -2.11 -2.48 3.87
H -3.50 -1.52 3.34
H -1.94 -4.66 0.84
H -1.20 -4.32 2.42
H -2.79 -5.11 2.33
*
```

Calculated values
* HOMO energy (spin up / spin down): -1.03 / -2.73 eV
* calculated total energy: -78688.0272 eV
* molar mass: 618.09 g/mol
* LUMO level (spin up / spin down): 2.81 / 2.79 eV
* <S²>: 0.763